Formula: C66H152Br6N6O27
Source: OMol25
Level of theory: ωB97M-V with the def2-TZVPD basis set

Last column: Mulliken charge in e.
Element x y z (Å)
C  3.09117  -3.54341  -2.61152  -0.3709
C  4.54404  -4.01961  -2.48003  0.5818
O  4.86479  -4.88555  -1.71154  -0.6602
N  5.39597  -3.41178  -3.41806  0.1030
C  6.76711  -3.77574  -3.57921  -0.9173
H  2.51008  -3.98425  -3.44820  0.6255
H  2.91501  -2.45473  -2.70325  -0.1506
H  2.63341  -3.89282  -1.64651  -0.0619
H  5.00489  -2.65582  -3.91930  0.1487
H  7.15042  -3.47043  -4.61538  0.3377
H  6.81083  -4.84576  -3.54002  0.3307
H  7.42750  -3.44243  -2.79834  0.2043
C  2.87724  2.64124  2.18508  1.2362
C  2.94800  2.70224  3.67043  0.3497
O  2.20855  3.46839  4.32110  -0.7376
N  3.87770  1.85538  4.22437  0.3313
C  4.22759  1.78365  5.60427  -0.9745
H  1.85623  2.58809  1.75513  -0.9083
H  3.49562  1.82859  1.76980  -0.1214
H  3.28172  3.56066  1.86366  -0.2307
H  4.41462  1.30907  3.53468  -0.0828
H  3.59817  2.38765  6.25350  0.3851
H  5.28392  2.01990  5.79470  0.3396
H  4.02347  0.73202  5.86130  0.1027
C  -6.73136  -4.50086  -2.17293  -1.4499
C  -5.32326  -4.92529  -1.76816  0.9009
O  -4.62117  -5.55120  -2.53910  -0.5844
N  -4.98022  -4.56636  -0.50267  -0.0347
C  -3.66533  -4.58053  0.02136  -0.1351
H  -6.77250  -3.53226  -2.54365  0.2736
H  -7.34464  -4.49611  -1.27142  0.4064
H  -7.13373  -5.15337  -2.89363  0.4042
H  -5.67208  -3.84167  -0.16107  0.2373
H  -3.10251  -5.11928  -0.71778  -0.3244
H  -3.55590  -4.97311  1.02386  0.2532
H  -3.28758  -3.56788  0.06451  0.1770
C  -8.26455  6.56974  2.80338  -1.1321
C  -7.86666  5.39649  1.92752  0.6099
O  -6.82206  5.36799  1.32748  -0.5759
N  -8.70424  4.32404  1.80387  -0.1687
C  -8.35302  3.22047  1.03163  -0.4719
H  -7.79160  7.48078  2.40602  0.2891
H  -7.70181  6.37867  3.69896  0.2792
H  -9.28759  6.81917  3.02355  0.3998
H  -9.65719  4.49054  2.11710  0.2031
H  -8.76333  3.23199  0.04403  0.2770
H  -8.68899  2.27899  1.50111  0.2760
H  -7.24253  3.35421  0.99534  -0.0421
C  1.90213  0.24476  10.66548  -1.1499
C  1.09948  0.47079  9.35675  0.5562
O  -0.04559  0.86479  9.25426  -0.5902
N  1.81763  0.17674  8.19533  -0.1186
C  1.02566  0.13751  6.95805  -0.1702
H  2.63380  -0.52512  10.50867  0.3529
H  1.22460  -0.05877  11.49538  0.3284
H  2.31652  1.17675  10.98077  0.2710
H  2.63969  -0.41703  8.26761  0.3223
H  1.53346  -0.48361  6.27985  -0.1936
H  0.84225  1.13322  6.51278  0.1622
H  0.06457  -0.36406  7.17890  0.2239
C  2.32637  3.00232  -1.52811  -0.9473
C  0.82341  3.07605  -1.66352  0.8649
O  0.24598  3.58554  -2.63107  -0.7469
N  0.11972  2.58149  -0.62915  2.5869
C  -1.32246  2.58682  -0.66404  -1.2100
H  2.82352  3.24558  -2.47870  0.3315
H  2.59280  2.00801  -1.24762  0.0148
H  2.63312  3.78604  -0.84572  0.1060
H  0.56309  2.29870  0.26074  -1.4891
H  -1.74498  3.55248  -0.89368  0.7686
H  -1.79172  2.32139  0.28984  -0.2777
H  -1.67794  1.90633  -1.45497  0.1070
C  -2.81958  3.63000  2.72694  -1.4635
O  -2.27389  2.31277  2.94524  0.0256
C  -0.92969  2.37284  3.35964  -0.0391
C  -0.30934  1.00025  3.14216  -0.5358
O  -0.32724  0.74368  1.79335  1.1658
C  -0.09928  -0.57743  1.45434  -1.0766
C  -0.09132  -0.77264  0.00054  0.4560
O  1.02186  -0.14813  -0.58428  1.2716
C  0.84363  -0.03633  -2.02914  -0.9796
H  -2.58927  4.22155  3.59950  0.5220
H  -3.91268  3.63893  2.62475  0.3411
H  -2.35108  4.04305  1.83592  0.5526
H  -0.89008  2.57297  4.50435  0.0626
H  -0.34296  3.14756  2.89784  -0.1177
H  -0.99728  0.18652  3.61578  0.1377
H  0.70498  0.88553  3.56378  -0.1931
H  -0.89807  -1.24157  1.89055  0.0719
H  0.82823  -0.89143  1.84343  0.1098
H  -1.05151  -0.43374  -0.46285  -0.4164
H  -0.08267  -1.82417  -0.22269  -0.0559
H  0.57457  -0.93479  -2.45557  1.0116
H  1.81228  0.32362  -2.47320  -0.1854
H  0.14250  0.70238  -2.26211  -0.4803
C  10.89118  -1.86351  0.73401  -0.7070
O  9.85556  -2.56946  1.43236  -0.3404
C  8.87939  -3.05466  0.54717  -0.4448
C  7.63786  -3.33651  1.25638  -0.6197
O  6.97463  -2.16817  1.75295  -0.0033
C  7.32939  -1.92553  3.10463  -0.7088
C  6.59982  -0.65205  3.59105  -0.7638
O  5.20606  -0.80653  3.65637  0.5710
C  4.75405  -1.76030  4.57269  -1.0048
H  10.46197  -1.13577  -0.04131  0.2875
H  11.60259  -2.45172  0.19074  0.2983
H  11.45107  -1.36363  1.51555  0.2689
H  9.21563  -3.96900  -0.02828  0.3531
H  8.70495  -2.20952  -0.19299  0.2367
H  7.77611  -4.06483  2.02383  0.4699
H  6.96895  -3.75919  0.49269  0.1477
H  8.38477  -1.74773  3.23193  0.3566
H  7.03023  -2.77513  3.75670  0.3707
H  6.81798  0.23462  2.94377  0.2261
H  6.96924  -0.57588  4.63158  0.4497
H  5.22619  -1.48930  5.58045  0.2264
H  5.02003  -2.77142  4.25733  0.3195
H  3.69545  -1.65245  4.60926  0.0315
C  4.39535  6.13458  1.62281  -1.0204
O  3.00803  6.01151  1.41924  -0.0816
C  2.28351  6.91633  2.21460  -0.9460
C  0.80716  6.81850  1.88876  0.3028
O  0.47760  7.55051  0.71016  -0.5008
C  -0.56118  6.97486  -0.09630  -0.2977
C  -2.01792  7.24064  0.25988  -0.5925
O  -2.47504  6.45852  1.28627  -0.0904
C  -3.91035  6.41321  1.42267  -0.8756
H  4.56021  6.32585  2.68727  0.4206
H  4.76805  7.15501  1.19033  0.2709
H  5.00349  5.25506  1.32129  0.2690
H  2.60739  7.97916  2.12006  0.4279
H  2.51703  6.72632  3.26375  0.4594
H  0.21330  7.30107  2.69284  0.3749
H  0.67334  5.70065  1.75651  -0.2545
H  -0.32692  5.90726  -0.26427  0.0091
H  -0.40667  7.48586  -0.99514  0.4961
H  -2.62074  7.01287  -0.62789  0.4066
H  -2.00359  8.29015  0.49305  0.3228
H  -4.12210  5.82958  2.34440  0.1655
H  -4.32540  5.96617  0.53195  0.3080
H  -4.37239  7.38767  1.51880  0.4939
C  3.50217  -8.59817  -5.12943  -0.7018
O  2.93856  -9.18091  -4.00713  -0.3543
C  2.81310  -8.29265  -2.95239  -0.5866
C  1.59025  -7.40468  -3.00603  0.5617
O  0.41042  -8.29750  -2.83648  -0.4481
C  -0.84116  -7.66427  -2.91003  -0.9549
C  -1.12208  -6.86363  -1.62798  -0.2635
O  -0.34511  -5.68613  -1.67055  0.4124
C  -0.12760  -4.98913  -0.45717  -0.8299
H  3.39127  -9.33526  -5.94426  0.2662
H  4.56188  -8.19456  -5.11997  0.2763
H  3.05239  -7.64045  -5.42736  0.2927
H  3.70807  -7.66836  -2.91911  0.3184
H  2.79033  -8.94027  -2.08063  0.3405
H  1.45977  -6.74089  -3.90108  0.0516
H  1.60728  -6.70411  -2.14183  -0.2106
H  -1.47550  -8.51758  -2.93064  0.3655
H  -0.89113  -7.07254  -3.81340  0.3113
H  -0.80194  -7.58894  -0.80904  0.3490
H  -2.24563  -6.71252  -1.51824  0.2849
H  0.59472  -5.57635  0.09077  0.4115
H  -1.02479  -4.94164  0.18505  0.3134
H  0.22442  -3.96064  -0.61192  -0.2557
C  -4.78613  1.31639  -9.16282  -0.8076
O  -4.12428  0.30671  -8.44749  -0.3818
C  -2.90116  0.77152  -7.86065  -0.5652
C  -2.10262  -0.33632  -7.13475  0.1293
O  -2.93911  -0.98561  -6.13036  -0.4115
C  -2.81687  -0.47651  -4.82255  0.2680
C  -2.71920  -1.61276  -3.80500  0.0394
O  -1.47801  -2.29076  -3.96579  -0.2375
C  -1.43127  -3.71670  -3.95724  -0.8459
H  -5.88163  1.15575  -9.14376  0.2786
H  -4.52868  1.39935  -10.18162  0.3112
H  -4.73203  2.24782  -8.62463  0.3229
H  -3.11312  1.58481  -7.13693  0.3471
H  -2.23887  1.18154  -8.61928  0.3643
H  -1.23336  0.10842  -6.64086  -0.2283
H  -1.78854  -1.08294  -7.84153  0.3816
H  -3.64183  0.21134  -4.58193  0.1969
H  -1.90672  0.17766  -4.66935  -0.4055
H  -3.52900  -2.32505  -3.87366  0.5924
H  -2.69197  -1.14431  -2.74490  -0.3634
H  -1.62714  -4.08127  -2.95089  0.2410
H  -0.45204  -4.01193  -4.34714  0.0694
H  -2.20742  -4.06622  -4.63050  0.5422
C  -5.09491  2.97742  -1.21238  -0.1031
O  -5.51874  1.69486  -0.72840  0.0424
C  -5.10817  0.67331  -1.59520  -0.3782
C  -5.32383  -0.74969  -1.05154  -0.0794
O  -4.57070  -1.11087  0.00924  0.1795
C  -4.65771  -0.18005  1.13958  -0.3676
C  -4.08628  -0.90375  2.38243  -0.3769
O  -4.66456  -2.09220  2.86376  -0.3204
C  -5.75295  -1.70878  3.68750  -0.7728
H  -5.22450  3.65702  -0.40213  -0.1638
H  -5.71995  3.11142  -2.09685  0.3752
H  -4.01374  2.94043  -1.31338  -0.0258
H  -4.07715  0.79613  -1.82133  -0.0998
H  -5.61919  0.66429  -2.58275  0.3964
H  -5.09344  -1.47608  -1.91378  -0.1429
H  -6.42223  -0.94745  -0.96665  0.2801
H  -5.75789  0.04941  1.24442  0.0932
H  -4.12169  0.72371  0.98101  0.3822
H  -4.12295  -0.16368  3.13035  0.6869
H  -3.07191  -1.14325  2.16251  -0.3680
H  -6.41506  -1.09912  3.13638  0.3331
H  -5.47514  -1.09895  4.57475  0.2091
H  -6.40502  -2.54776  4.00479  0.3316
C  2.89167  -0.80621  -5.38950  -0.1380
O  2.60691  0.39586  -6.11260  -0.4827
C  2.08222  1.40822  -5.25986  -0.8868
C  0.53897  1.42739  -5.04062  1.5745
O  -0.09782  2.01898  -6.14664  -0.1465
C  -0.29195  3.44452  -6.06638  -0.1983
C  -0.50252  4.01071  -7.45782  -0.3775
O  0.75206  4.10755  -8.07960  -0.3296
C  0.69475  4.20310  -9.46272  -0.8352
H  3.06994  -1.66857  -6.15319  0.3248
H  1.95431  -1.17658  -4.89952  -0.0745
H  3.69147  -0.64215  -4.56968  0.1015
H  2.38992  2.33411  -5.70946  0.4068
H  2.55930  1.36751  -4.27360  0.2100
H  0.41784  2.00074  -4.01873  -0.4578
H  0.09195  0.42424  -4.97965  -0.7134
H  0.54726  4.00262  -5.63231  0.2743
H  -1.14779  3.60612  -5.34395  0.2813
H  -1.01130  4.94267  -7.63618  0.5340
H  -1.05151  3.25109  -8.01600  -0.0627
H  0.35978  3.29306  -9.91917  0.3224
H  1.65791  4.37947  -9.86748  0.3073
H  -0.07175  4.90204  -9.86474  0.3055
Br  -3.50481  4.55455  8.26002  -0.1646
C  -2.86345  2.99702  7.28415  -0.4850
C  -3.18177  1.73365  8.04576  -0.5414
Br  -2.69947  0.21449  6.87781  -0.1045
H  -1.81763  3.12693  7.21843  0.3247
H  -3.28293  3.11933  6.29264  0.1883
H  -4.24704  1.72899  8.17112  0.4439
H  -2.51911  1.49981  8.82273  0.3649
Br  1.91284  -4.14077  6.91900  -0.2313
C  0.00979  -3.92653  6.54028  -0.6853
C  -0.15023  -3.09400  5.30219  0.0623
Br  -2.08037  -2.85271  5.24748  -0.1636
H  -0.48420  -3.51636  7.44092  0.3871
H  -0.45214  -4.91493  6.56297  0.4951
H  0.15895  -3.49012  4.34520  0.4451
H  0.33295  -2.11463  5.30379  -0.3564
Br  2.61749  -3.31375  2.01168  -0.1301
C  3.68915  -2.57255  0.60865  1.3727
C  3.88870  -1.13786  0.73684  1.5599
Br  4.73729  -0.39355  -0.86993  -0.2451
H  3.17611  -2.78529  -0.30354  -1.2980
H  4.59222  -3.18932  0.56713  -0.0776
H  4.47067  -0.75006  1.58309  -0.5308
H  2.87782  -0.63652  0.66928  -0.7729

Output
strongest force on any atom: 0.07288 hartree/bohr
E_LUMO: 0.19 eV
frontier orbital gap: 9.209 eV